{"formula": "C6H10ClIN3", "method": "ωB97M-V with the def2-TZVPD basis set", "symbols": ["C", "C", "C", "C", "C", "C", "N", "N", "N", "Cl", "I", "H", "H", "H", "H", "H", "H", "H", "H", "H", "H"], "coordinates": [[0.7129, 1.4631, 1.2385], [-0.3878, -2.2800, -1.4029], [-0.2235, 2.4525, 1.2764], [-1.3311, -0.7494, 0.0574], [0.5144, -1.0279, -1.3480], [1.9578, 1.5769, 2.0829], [0.7851, 0.4688, 0.3124], [-0.0861, -0.2950, -0.1901], [-1.7089, -1.7490, -1.0458], [-1.5661, 2.3968, 0.2083], [0.5200, 0.2897, -3.0148], [-0.3364, -2.7600, -2.3773], [0.1606, -2.8676, -0.5938], [-0.2411, 3.5040, 1.7239], [-2.1373, -0.0139, 0.1712], [1.5184, -1.1411, -1.0985], [2.1151, 0.5252, 2.3196], [1.5466, 2.1388, 2.9615], [2.6911, 1.9127, 1.3413], [-2.1585, -1.3798, -1.8720], [-2.3452, -2.4649, -0.7503]], "nbo_charge": [0.11, -0.29, -0.24, -0.09, -0.16, -0.63, -0.23, -0.05, -0.51, 0.00, 0.20, 0.26, 0.27, 0.27, 0.24, 0.26, 0.23, 0.25, 0.25, 0.43, 0.45], "homo_lumo_gap_ev": [7.58, 7.58], "multiplicity": 1, "molar_mass_g_mol": 286.524, "max_force_ev_per_a": 3.231, "charge": 1}